{
  "formula": "C39H91N13O13",
  "method": "ωB97M-V/def2-TZVPD",
  "elements": ["C", "O", "N", "C", "C", "H", "H", "H", "H", "H", "H", "H", "C", "O", "N", "C", "C", "H", "H", "H", "H", "H", "H", "H", "C", "O", "N", "C", "C", "H", "H", "H", "H", "H", "H", "H", "C", "O", "N", "C", "C", "H", "H", "H", "H", "H", "H", "H", "C", "O", "N", "C", "C", "H", "H", "H", "H", "H", "H", "H", "C", "O", "N", "C", "C", "H", "H", "H", "H", "H", "H", "H", "C", "O", "N", "C", "C", "H", "H", "H", "H", "H", "H", "H", "C", "O", "N", "C", "C", "H", "H", "H", "H", "H", "H", "H", "C", "O", "N", "C", "C", "H", "H", "H", "H", "H", "H", "H", "C", "O", "N", "C", "C", "H", "H", "H", "H", "H", "H", "H", "C", "O", "N", "C", "C", "H", "H", "H", "H", "H", "H", "H", "C", "O", "N", "C", "C", "H", "H", "H", "H", "H", "H", "H", "C", "O", "N", "C", "C", "H", "H", "H", "H", "H", "H", "H"],
  "positions_angstrom": [[-3.021951, 4.296761, 2.032200], [-3.153888, 3.232784, 1.456928], [-3.730997, 5.412316, 1.792027], [-3.485621, 6.687610, 2.474198], [-4.640760, 5.472507, 0.673554], [-2.367259, 4.513437, 2.902455], [-4.456825, 7.166024, 2.597487], [-2.849749, 7.272193, 1.810922], [-3.119854, 6.516478, 3.482703], [-4.932457, 4.563001, 0.144374], [-5.598716, 5.889295, 0.985935], [-4.191689, 5.985641, -0.187543], [4.377871, -5.577165, 2.733984], [5.480044, -5.063236, 2.589284], [3.241625, -5.040770, 2.290997], [1.955368, -5.564088, 2.745455], [3.220391, -3.724235, 1.632837], [4.209643, -6.570714, 3.186037], [1.920195, -6.652598, 2.815949], [1.230179, -5.277537, 1.986280], [1.641983, -5.183481, 3.720288], [2.209444, -3.357289, 1.449464], [3.821376, -3.054257, 2.237016], [3.465865, -3.901979, 0.589187], [-4.573392, 4.241935, -4.265590], [-5.177871, 4.429180, -5.301141], [-3.333017, 3.731774, -4.110715], [-2.794227, 3.369956, -2.812185], [-2.588101, 3.457569, -5.350815], [-5.061053, 4.442291, -3.297020], [-3.401164, 3.628459, -1.948620], [-1.765467, 3.720390, -2.761294], [-2.774946, 2.270917, -2.809215], [-2.629251, 2.364908, -5.440389], [-3.185076, 3.919089, -6.130830], [-1.538095, 3.726595, -5.283530], [-0.060325, 5.376823, -0.567015], [-0.084985, 4.322427, -1.175444], [0.784593, 5.688815, 0.445764], [0.747760, 7.002938, 1.030222], [1.819724, 4.771978, 0.875384], [-0.950542, 6.017108, -0.660508], [-0.144121, 7.578532, 0.799074], [1.663564, 7.547287, 0.768060], [0.852356, 6.938024, 2.119289], [2.817386, 5.214410, 0.811502], [1.693842, 4.369615, 1.879183], [1.873153, 3.954512, 0.162497], [2.646122, 0.838976, -5.681888], [3.165715, 0.099155, -4.857521], [1.537400, 1.575525, -5.600235], [1.224801, 2.546716, -6.612325], [0.938694, 1.816915, -4.285870], [3.122707, 0.822063, -6.684843], [1.963130, 2.566090, -7.411853], [1.070598, 3.557637, -6.228070], [0.277005, 2.323926, -7.117219], [1.264616, 2.813338, -3.990456], [-0.156376, 1.797185, -4.285108], [1.088894, 0.987336, -3.598213], [-1.949962, -2.694664, 5.502490], [-1.192579, -3.225944, 4.697846], [-1.932941, -1.360456, 5.705109], [-2.805972, -0.828630, 6.746480], [-0.935664, -0.462724, 5.103653], [-2.657020, -3.193205, 6.174606], [-2.961522, -1.501574, 7.583933], [-3.730771, -0.520985, 6.247602], [-2.332788, 0.083798, 7.117747], [-0.163083, -0.359092, 5.867071], [-0.494442, -0.836724, 4.187989], [-1.424832, 0.501019, 4.978845], [3.656548, 1.255143, 0.007810], [3.538697, 2.228779, 0.744107], [4.553135, 1.152731, -0.977967], [4.532392, 0.088687, -1.958145], [5.416308, 2.249863, -1.367696], [3.034260, 0.359517, 0.168379], [4.420307, 0.467535, -2.972176], [3.797236, -0.668604, -1.699847], [5.494631, -0.435009, -2.004717], [5.386500, 3.198473, -0.842356], [6.449614, 1.892344, -1.405706], [5.277913, 2.535363, -2.418244], [0.543709, -0.238669, 1.530348], [0.816930, -1.420430, 1.367929], [-0.200219, 0.476025, 0.662647], [-0.381742, 1.890528, 0.855026], [-0.560212, -0.058232, -0.640766], [0.929732, 0.264880, 2.427288], [-1.283406, 2.239029, 0.356287], [0.482907, 2.491162, 0.578583], [-0.623317, 2.180051, 1.882932], [-1.434718, 0.498845, -0.974507], [0.247949, 0.127568, -1.354821], [-0.810194, -1.114680, -0.596593], [-5.464612, -0.341447, 1.189333], [-6.656326, -0.482457, 1.350330], [-4.545472, -1.325570, 1.450935], [-3.135863, -1.099181, 1.250128], [-4.942127, -2.683883, 1.741896], [-4.991683, 0.600070, 0.860505], [-2.826761, -1.340670, 0.222284], [-2.496453, -1.800343, 1.790466], [-2.875199, -0.064336, 1.467293], [-4.810827, -2.965101, 2.790942], [-5.972127, -2.846635, 1.433974], [-4.291323, -3.377004, 1.202324], [2.771038, -1.314413, 4.770497], [2.679519, -0.125578, 4.485044], [3.830497, -1.813684, 5.425232], [3.766881, -3.124396, 6.068301], [4.977065, -0.979963, 5.786957], [1.990134, -2.066317, 4.584851], [4.452514, -3.834654, 5.599969], [2.742894, -3.465005, 5.928134], [4.082974, -2.965506, 7.101564], [5.978064, -1.381066, 5.641364], [5.009663, -0.063963, 5.199812], [4.718444, -0.735779, 6.821078], [3.546476, -2.983094, -3.778482], [4.649027, -3.439259, -3.540696], [2.602669, -2.810981, -2.825891], [1.257793, -2.385645, -3.127541], [2.811060, -3.148859, -1.447010], [3.197280, -2.642293, -4.763838], [1.266821, -1.819919, -4.062569], [0.828287, -1.679736, -2.415938], [0.591749, -3.247906, -3.210571], [3.859068, -3.306686, -1.208673], [2.573205, -2.223386, -0.901581], [2.170550, -3.947648, -1.070103], [-2.985395, -2.107902, -3.537113], [-2.924183, -1.542581, -2.457779], [-2.213300, -1.763878, -4.593155], [-2.406338, -2.415268, -5.870302], [-1.334591, -0.626910, -4.399230], [-3.648654, -2.962209, -3.740074], [-2.786319, -3.428946, -5.777119], [-1.472687, -2.498977, -6.432013], [-3.041026, -1.812106, -6.528235], [-0.478736, -0.605221, -5.073309], [-2.034759, 0.207041, -4.489784], [-0.855632, -0.731812, -3.428591], [0.157347, -5.616743, -0.329717], [0.693048, -5.474987, -1.415836], [-0.663844, -4.745000, 0.284510], [-1.215007, -5.043359, 1.590770], [-0.991890, -3.493115, -0.304514], [0.224864, -6.585976, 0.201346], [-2.184887, -4.544917, 1.662457], [-0.643290, -4.608884, 2.414369], [-1.390840, -6.095779, 1.800094], [-2.087668, -3.495375, -0.384239], [-0.651820, -2.624071, 0.271761], [-0.670946, -3.283544, -1.320863]],
  "forces_ev_per_a": [[-0.3, 0.2, 0.7], [0.3, 0.3, 0.1], [-0.5, -0.2, -0.5], [-0.7, -0.9, -0.6], [-0.5, 0.0, -1.2], [0.3, -0.7, -0.2], [0.1, 0.2, -0.1], [0.2, 0.5, 0.5], [0.5, 0.0, -0.2], [0.5, -0.7, 1.1], [0.2, 0.5, -0.1], [-0.1, 0.8, 0.4], [0.9, 0.3, -0.4], [-0.3, -0.4, 0.3], [-1.7, 0.2, 0.3], [0.0, -0.1, -0.4], [-0.4, -1.1, -0.3], [0.2, 0.1, 0.2], [0.4, 0.0, -0.1], [0.0, -0.1, 0.3], [0.0, 0.3, 0.0], [-0.2, 0.0, 1.1], [0.2, 0.4, -0.6], [1.3, 0.4, 0.4], [-0.4, -0.3, 0.8], [0.3, 0.1, -0.4], [-0.3, 1.3, -0.6], [0.4, -1.3, -1.0], [-0.8, -1.2, 1.4], [0.1, 0.0, 0.1], [-0.1, 0.6, -0.2], [-0.1, 0.2, 0.5], [0.3, 0.0, 0.3], [0.2, 0.0, -0.6], [0.5, 0.0, -0.3], [0.0, 0.5, 0.0], [-0.9, -1.1, 1.0], [0.6, 0.0, -0.4], [-0.6, 0.2, -0.4], [1.1, 0.2, 0.9], [0.7, -0.2, -0.8], [0.4, 0.8, -0.1], [0.0, -0.1, -0.3], [-0.3, 0.2, -0.4], [-0.4, -0.2, 0.0], [-0.1, 0.3, 0.2], [-0.3, 0.1, 0.0], [-0.2, -0.1, 0.2], [1.7, -1.6, -1.0], [-0.9, 0.6, 0.4], [-0.6, 0.3, 1.1], [-0.9, 0.1, -1.0], [-0.8, -0.2, -0.3], [-0.4, 0.6, 0.0], [0.2, 0.0, 0.2], [0.5, 0.0, 0.3], [0.0, -0.2, 0.2], [0.0, -0.2, 0.8], [0.0, 0.4, -0.8], [1.1, 0.3, 0.1], [1.5, 1.0, -0.8], [-0.6, -0.6, 0.4], [-0.4, -0.7, 0.4], [0.3, 1.1, -1.0], [-0.5, -0.3, 1.1], [-0.1, -0.4, -0.2], [-0.1, -0.2, -0.1], [-0.2, -0.1, 0.6], [-0.1, -0.1, 0.2], [0.4, 0.3, -0.3], [-0.2, -0.2, -0.1], [0.2, 0.1, -0.3], [-0.1, 0.5, 0.8], [-0.1, -0.2, -0.2], [0.1, 0.6, -0.7], [0.8, -0.7, 0.0], [1.0, 0.2, -1.0], [0.1, -0.1, -0.3], [-0.6, 0.1, 0.1], [-0.2, 0.2, -0.2], [0.0, 0.0, 0.4], [-0.4, -0.5, 0.7], [0.1, 0.0, 0.5], [-0.6, -0.2, 0.0], [0.0, -0.4, -0.2], [0.1, -0.3, -0.1], [0.2, 0.0, 0.5], [-0.4, 1.0, 0.6], [-0.1, 0.4, 0.1], [-0.3, 0.5, -0.1], [0.2, -0.1, -0.5], [-0.1, -0.2, -0.4], [0.3, -0.6, 0.2], [-0.1, -0.2, -0.1], [0.1, -0.1, -0.1], [0.2, 0.4, -0.1], [0.7, -0.9, 0.6], [-0.3, 0.2, -0.2], [-0.1, 0.3, 0.0], [0.6, -0.1, -1.0], [0.0, -0.3, -0.1], [0.0, 0.0, 0.0], [-0.4, 0.4, -0.1], [-0.3, 0.3, 0.8], [0.1, -0.1, 0.1], [-0.2, 0.3, 0.1], [0.0, 0.0, 0.1], [-0.1, 0.1, -0.3], [0.3, 1.2, 0.4], [-0.5, -0.5, -0.5], [1.1, -1.0, -0.5], [0.3, 0.7, -0.8], [-1.0, 0.7, 0.2], [-0.1, 0.1, -0.1], [0.0, 0.0, 0.0], [0.0, -0.3, 0.5], [-0.4, -0.4, 0.2], [-0.3, -0.9, 0.3], [-0.6, 0.0, 0.0], [1.0, 0.4, 0.2], [0.1, -0.1, 0.6], [0.0, 0.2, -0.4], [-0.6, 0.0, 0.1], [0.0, 0.1, -1.0], [0.4, 1.2, 0.7], [0.2, 0.0, -0.1], [0.1, -0.3, -0.2], [0.4, -0.2, 0.5], [-0.1, 0.1, 0.0], [0.1, -0.4, -0.5], [-0.3, -0.3, 0.4], [0.2, 0.0, -0.4], [0.5, 0.2, 0.1], [-0.2, -0.2, 0.1], [0.1, -1.3, 0.2], [0.4, 0.6, -0.8], [-0.3, -0.4, -0.1], [-0.1, 0.0, 0.0], [-0.2, 0.1, 0.2], [0.2, 0.0, 0.4], [-0.3, -0.2, 0.1], [-0.5, 0.0, -0.6], [0.9, 0.7, 0.2], [-0.5, 0.4, 0.3], [-0.4, -0.8, -0.4], [-0.1, 0.2, 0.1], [1.1, -1.0, 0.0], [-0.6, 0.9, 0.5], [-1.4, 1.3, -0.2], [0.1, 0.2, 0.2], [-0.1, -0.1, -0.1], [0.1, 0.0, -0.1], [0.3, -0.2, -0.4], [0.0, 0.5, 0.1], [-0.1, -0.6, 0.3], [0.5, -0.9, 0.0]],
  "lowdin_charge": [-0.345, 0.001, -0.194, -0.036, -0.062, 0.138, 0.087, 0.083, 0.088, 0.081, 0.092, 0.091, -0.372, -0.001, -0.165, -0.050, -0.014, 0.133, 0.091, 0.037, 0.087, 0.064, 0.096, 0.058, -0.361, 0.005, -0.190, -0.039, -0.022, 0.129, 0.079, 0.065, 0.084, 0.079, 0.083, 0.072, -0.324, -0.015, -0.181, -0.070, -0.055, 0.134, 0.078, 0.090, 0.089, 0.096, 0.101, 0.054, -0.336, -0.001, -0.171, -0.066, -0.029, 0.142, 0.087, 0.088, 0.089, 0.103, 0.061, 0.076, -0.337, -0.018, -0.196, -0.058, -0.017, 0.132, 0.084, 0.093, 0.084, 0.094, 0.066, 0.088, -0.319, -0.013, -0.167, -0.042, -0.050, 0.130, 0.064, 0.065, 0.103, 0.084, 0.092, 0.085, -0.325, -0.021, -0.150, -0.059, -0.042, 0.133, 0.065, 0.059, 0.091, 0.089, 0.082, 0.039, -0.326, 0.009, -0.178, -0.064, -0.048, 0.134, 0.061, 0.085, 0.085, 0.089, 0.087, 0.070, -0.346, -0.012, -0.197, -0.040, -0.036, 0.130, 0.085, 0.079, 0.086, 0.091, 0.084, 0.095, -0.339, 0.012, -0.166, -0.065, -0.075, 0.127, 0.068, 0.058, 0.092, 0.091, 0.078, 0.068, -0.323, 0.000, -0.182, -0.054, -0.050, 0.140, 0.087, 0.087, 0.089, 0.086, 0.089, 0.057, -0.348, 0.002, -0.164, -0.048, -0.061, 0.139, 0.075, 0.067, 0.098, 0.093, 0.054, 0.072],
  "max_force_ev_per_a": 2.5,
  "e_tot_ev": -87905.998,
  "de_lowest_ev": 9.064,
  "homo_energy_ev": -8.57,
  "total_charge": 0,
  "multiplicity": 1
}